[1]
Below is a 5-piece molecular cluster, C26H32Cl16O3 overall at a distorted geometry, with properties calculated with ωB97M-V/def2-TZVPD.

Positions of all 77 atoms, in Å:
C  2.27466  -4.46276  2.00689
C  2.88104  -3.30061  2.21787
C  3.43707  -1.81908  1.86380
C  2.48901  -0.73885  1.60353
C  0.93360  -1.12794  1.70054
C  -0.09934  0.10962  1.67098
C  -1.60167  -0.55704  1.55470
C  -2.65099  0.07676  2.61130
C  -3.75137  0.94383  1.80392
C  -4.63712  -0.03584  0.87640
C  -5.93434  0.71200  0.20193
C  -6.39800  0.03027  -1.18539
C  -6.48596  -1.57975  -1.16086
O  -7.75056  -2.09379  -0.61708
C  -7.49781  -3.41984  -0.04687
C  3.10768  0.68340  1.21110
O  2.45883  1.74527  0.92834
C  4.73179  0.81103  1.10341
C  5.64812  -0.25349  1.38972
C  7.25662  -0.10037  1.32107
C  7.69280  -0.04117  -0.24093
C  9.28739  -0.37219  -0.30522
C  9.52318  -1.98813  -0.35317
C  5.03138  -1.66556  1.82775
O  5.76988  -2.65719  2.17993
H  1.83883  -5.51611  1.79901
H  0.68012  -1.94459  0.91737
H  0.78869  -1.64891  2.73707
H  -0.01005  0.73800  2.63008
H  0.04534  0.73753  0.69977
H  -1.50398  -1.68099  1.79156
H  -1.93844  -0.46127  0.45444
H  -2.12907  0.68216  3.46110
H  -3.20260  -0.78935  3.12925
H  -3.20806  1.77747  1.22267
H  -4.42902  1.44927  2.61055
H  -4.05662  -0.49116  -0.02135
H  -4.96415  -0.93507  1.53962
H  -6.76671  0.80147  0.99709
H  -5.55533  1.78159  -0.06898
H  -7.47967  0.40984  -1.40767
H  -5.74759  0.37305  -2.09027
H  -5.60118  -2.10548  -0.64685
H  -6.45738  -1.92336  -2.27942
H  -8.46156  -3.80444  0.45826
H  -7.20733  -4.20127  -0.84511
H  -6.67283  -3.35441  0.76691
H  5.18142  1.82500  0.77548
H  7.77528  -1.01368  1.80159
H  7.63699  0.83087  1.92081
H  7.07775  -0.84602  -0.81692
H  7.42506  0.98767  -0.68106
H  9.79724  -0.01234  0.67301
H  9.72075  0.13577  -1.24997
H  9.83250  -2.27396  -1.43069
H  10.39880  -2.24214  0.35258
H  8.58052  -2.56819  -0.00784
C  -0.38451  2.09354  -2.45398
Cl  -1.80075  2.20532  -1.38078
Cl  -0.16288  3.63679  -3.30887
Cl  1.06338  1.73898  -1.48619
Cl  -0.64069  0.79145  -3.63792
C  -3.73392  5.67153  -4.12786
Cl  -2.51892  6.92424  -4.46981
Cl  -5.15479  6.41749  -3.36155
Cl  -4.22273  4.88944  -5.64811
Cl  -3.03877  4.45573  -3.03297
C  -10.74944  -2.23070  -3.29873
Cl  -12.25446  -2.06294  -4.23070
Cl  -11.13835  -2.43980  -1.57714
Cl  -9.84791  -3.64934  -3.87907
Cl  -9.75630  -0.77105  -3.50902
C  9.44785  3.74170  1.20913
Cl  9.60032  4.64135  -0.31649
Cl  10.57795  2.37137  1.20310
Cl  9.83094  4.81700  2.57199
Cl  7.78036  3.14233  1.37924

## Properties
Energy relative to the best compared isomer or geometry (same formula, charge and spin) = 100.36 kcal/mol
Structure (SMILES) = C#CC1=C(CCCCCCCCCOC)C(=O)C=C(CCCC)C1=O.ClC(Cl)(Cl)Cl.ClC(Cl)(Cl)Cl.ClC(Cl)(Cl)Cl.ClC(Cl)(Cl)Cl
Net charge = 0
Frontier orbital gap = 7.702 eV

These are the Löwdin partial charges, in e, on atoms 1 to 6:
1. C 0.097
2. C -0.043
3. C -0.058
4. C -0.038
5. C -0.162
6. C -0.190



[2]
Below is C26H32CuN5O5 as an isolated structure, with properties calculated with ωB97M-V/def2-TZVPD.

Positions of all 69 atoms, in Å:
Cu  0.09328  -0.35264  0.30308
O  5.68801  -2.34466  -2.77351
C  4.91616  -3.13037  -2.21145
O  4.77684  -4.36045  -2.22649
C  3.84393  -2.40986  -1.33022
C  2.89838  -3.16069  -0.64027
C  1.87292  -2.49596  0.00010
N  1.81269  -1.16673  -0.01859
C  2.71463  -0.42482  -0.65875
C  3.76858  -1.02121  -1.32175
C  2.39546  1.01974  -0.62365
C  3.27468  2.00111  -1.04814
C  2.89093  3.32865  -0.96272
C  1.64027  3.63877  -0.45172
C  0.81679  2.60417  -0.05072
N  1.17517  1.32446  -0.13488
C  0.70285  -3.10797  0.66624
C  0.60631  -4.46419  0.92755
C  -0.53460  -4.95270  1.54020
C  -1.54981  -4.07026  1.87509
C  -1.38342  -2.73194  1.57576
N  -0.29033  -2.25034  0.98542
H  2.99254  -4.23783  -0.70432
H  4.52280  -0.48608  -1.88517
H  4.24691  1.72242  -1.42858
H  3.56330  4.11215  -1.28511
H  1.30406  4.66141  -0.36173
H  -0.16678  2.80282  0.34835
H  1.42014  -5.12113  0.65591
H  -0.62884  -6.00832  1.75601
H  -2.45501  -4.40601  2.35980
H  -2.15134  -2.01251  1.81898
C  -0.47076  0.22489  3.42104
O  -0.70295  0.82839  2.14755
C  -1.97309  1.45500  2.01329
C  -2.93839  0.53853  1.30291
O  -2.27391  0.06316  0.14224
C  -3.13167  -0.72004  -0.68795
H  -0.59798  0.96247  4.21461
H  0.55657  -0.13148  3.42318
H  -1.14512  -0.61663  3.59730
H  -1.82746  2.35048  1.40854
H  -2.36078  1.76020  2.98699
H  -3.84343  1.08836  1.02635
H  -3.24337  -0.29959  1.94074
H  -4.02344  -0.14633  -0.94887
H  -3.43358  -1.63822  -0.17637
H  -2.57415  -0.97061  -1.58283
C  0.17122  -3.21426  -3.12503
N  -0.34795  -2.02124  -3.77688
C  -0.36822  -2.05504  -5.23569
C  -1.24118  -0.94408  -5.77542
C  -0.79125  0.37110  -5.17866
N  -0.77597  0.27898  -3.72225
C  -0.71532  1.53032  -2.98959
C  -0.43111  -0.86672  -3.07185
O  -0.22454  -0.86215  -1.83961
H  -0.29159  -4.08937  -3.57913
H  -0.07640  -3.19052  -2.06904
H  1.25616  -3.29575  -3.23627
H  -0.75316  -3.02887  -5.53840
H  0.65239  -1.97299  -5.62578
H  -2.28459  -1.13025  -5.51300
H  -1.16867  -0.90715  -6.86155
H  -1.47359  1.17527  -5.45414
H  0.20338  0.64140  -5.55231
H  -1.33681  2.26168  -3.50406
H  0.30629  1.92180  -2.93510
H  -1.09446  1.39224  -1.98062

## Properties
Net charge = +1
Spin multiplicity = 2
Frontier orbital gap (spin up / spin down) = 6.541 / 6.056 eV

These are the Löwdin partial charges, in e, on atoms 1 to 6:
1. Cu 0.677
2. O -0.008
3. C -0.684
4. O -0.012
5. C -0.050
6. C 0.074



[3]
Below is one molecule with the formula C26H32N2O2, with properties calculated with ωB97M-V/def2-TZVPD.

Positions of all 62 atoms, in Å:
O  -1.35839  -0.48113  -1.13570
C  -0.38181  -1.16317  -0.87206
N  0.66841  -1.39533  -1.66293
H  1.40277  -1.96082  -1.25201
C  0.89271  -0.75060  -2.92614
H  -0.05431  -0.28429  -3.21166
H  1.15551  -1.50282  -3.67696
C  1.99885  0.33443  -2.87983
C  1.97349  0.96001  -4.26174
C  1.24187  2.11268  -4.52372
C  1.19376  2.65103  -5.79784
C  1.86369  2.03874  -6.84160
C  2.56656  0.87126  -6.60224
C  2.61290  0.33513  -5.32803
H  3.15216  -0.58741  -5.17072
H  3.07799  0.37111  -7.41187
H  1.82917  2.46054  -7.83505
H  0.62442  3.55186  -5.97499
H  0.69243  2.59791  -3.73253
C  1.71646  1.33996  -1.74391
H  2.08532  2.32522  -2.03299
H  0.65316  1.41544  -1.52144
C  2.52943  0.85162  -0.54799
H  2.02187  0.03770  -0.03086
H  2.70814  1.64755  0.17448
C  3.81833  0.35495  -1.19343
H  4.35839  -0.34761  -0.56024
C  3.37441  -0.28268  -2.51556
H  4.11250  -0.08444  -3.29094
H  3.29003  -1.36496  -2.40916
H  4.47379  1.20382  -1.39472
C  -0.23205  -1.86409  0.48187
O  0.76351  -2.51790  0.75501
N  -1.28315  -1.64861  1.27301
H  -1.99448  -1.03080  0.89830
C  -1.36571  -2.06967  2.64754
H  -0.50160  -2.71481  2.82569
H  -2.27320  -2.66165  2.80092
C  -1.31953  -0.88148  3.62634
C  -2.51579  0.04102  3.48403
C  -2.49027  1.27576  4.12968
C  -3.55720  2.15028  4.05485
C  -4.68710  1.80934  3.33142
C  -4.73558  0.58189  2.69845
C  -3.66468  -0.29375  2.77695
H  -3.75659  -1.24729  2.28101
H  -5.61335  0.29660  2.13712
H  -5.52174  2.49129  3.26726
H  -3.50643  3.10168  4.56440
H  -1.62346  1.55979  4.70678
C  -1.24996  -1.43439  5.07253
H  -1.79755  -0.77230  5.74475
H  -1.69329  -2.42696  5.14380
C  0.23219  -1.42471  5.43558
H  0.73670  -2.28389  4.99176
H  0.39504  -1.44747  6.51218
C  0.73168  -0.13864  4.78748
H  1.81533  -0.11347  4.68260
H  0.42925  0.71896  5.39119
C  0.02390  -0.12639  3.43097
H  -0.12790  0.88297  3.05079
H  0.63663  -0.66047  2.70517

## Properties
Energy relative to the best compared isomer or geometry (same formula, charge and spin) = 2.51 kcal/mol
Structure (SMILES) = O=C(NCC1(c2ccccc2)CCCC1)C(=O)NCC1(c2ccccc2)CCCC1
Net charge = 0
Frontier orbital gap = 9.852 eV

These are the Löwdin partial charges, in e, on atoms 1 to 6:
1. O 0.070
2. C -0.410
3. N 0.094
4. H 0.138
5. C -0.100
6. H 0.137



[4]
Below is C26H32N3O3SY as an isolated structure, with properties calculated with ωB97M-V/def2-TZVPD.

Positions of all 66 atoms, in Å:
Y  -0.37116  0.40220  0.42905
O  6.53636  2.54450  -0.31594
C  6.25777  1.17383  -0.19714
C  4.77470  0.99008  -0.07874
C  4.21832  -0.27950  0.05553
C  2.85246  -0.39932  0.15263
N  2.01420  0.65162  0.13685
C  2.54919  1.88396  0.01857
C  3.91611  2.08025  -0.09529
C  1.58311  3.01772  0.04126
C  2.00377  4.32783  -0.07481
C  1.08000  5.36729  -0.01179
C  1.51592  6.79551  -0.13113
O  2.90630  6.82943  -0.32975
C  -0.25558  5.03290  0.17320
C  -0.60464  3.70540  0.27329
N  0.27723  2.68990  0.20499
H  7.48544  2.68086  -0.39170
H  6.72969  0.73451  0.69027
H  6.60483  0.60730  -1.06998
H  4.84063  -1.16405  0.08097
H  2.39048  -1.37186  0.24801
H  4.33909  3.06657  -0.19383
H  3.04400  4.57473  -0.21066
H  1.21874  7.32077  0.78475
H  0.96981  7.25299  -0.96479
H  3.20438  7.74162  -0.39522
H  -1.02775  5.78830  0.24083
H  -1.64156  3.43614  0.41973
C  -2.45525  0.30139  -0.60683
C  -3.17256  1.53810  -0.19322
C  -3.45645  1.76028  1.16254
C  -3.97809  2.96645  1.60662
C  -4.22786  3.98269  0.69077
C  -4.00078  3.76243  -0.67115
C  -3.47790  2.55975  -1.10308
C  -4.68391  5.26440  1.14058
N  -4.99784  6.31084  1.49447
H  -2.46947  0.14636  -1.68877
H  -2.92441  -0.58009  -0.14188
H  -3.31303  0.95775  1.88507
H  -4.18930  3.12218  2.65584
H  -4.23236  4.54489  -1.38137
H  -3.29479  2.40457  -2.15875
C  1.52126  -5.59109  -1.87224
C  0.56490  -5.51620  -0.68856
C  0.58397  -4.16071  0.01835
S  -0.14799  -2.87315  -1.00764
O  -0.00324  -1.59631  -0.12158
C  -1.89861  -3.28111  -0.94838
C  -2.50892  -3.53586  0.42139
C  -4.03174  -3.53838  0.33199
H  1.45861  -6.56712  -2.34938
H  2.55349  -5.44795  -1.55006
H  1.29596  -4.84172  -2.63343
H  0.83436  -6.26098  0.06190
H  -0.45466  -5.76803  -0.99204
H  1.60832  -3.81892  0.18151
H  0.06522  -4.17154  0.97540
H  -1.98808  -4.14683  -1.61179
H  -2.37929  -2.44759  -1.46652
H  -2.17462  -2.76766  1.12651
H  -2.16392  -4.49496  0.80970
H  -4.40955  -2.58136  -0.03121
H  -4.47118  -3.72718  1.30943
H  -4.38362  -4.31558  -0.34640

## Properties
Energy relative to the best compared isomer or geometry (same formula, charge and spin) = 0.00 kcal/mol
Net charge = +2
Frontier orbital gap = 6.775 eV

These are the Löwdin partial charges, in e, on atoms 1 to 6:
1. Y 1.692
2. O -0.034
3. C -0.195
4. C -0.134
5. C 0.022
6. C -0.103